Below is a gas-phase ion, C4H12N3 (charge +1) in a non-equilibrium geometry, with properties calculated with ωB97M-V/def2-TZVPD.

Positions of all 19 atoms, in Å:
C: 1.0991 0.7153 0.1278
C: 0.8788 1.5508 1.2935
C: -0.1887 -0.7669 -1.7974
C: -1.1503 -0.4547 0.6715
N: 2.1769 0.3864 -0.4736
N: -2.3250 -0.9778 0.1988
N: -0.1505 -0.1845 -0.4608
H: 1.7352 2.3056 1.3516
H: 0.0354 2.2589 1.3115
H: 0.9485 0.9699 2.1873
H: 0.5477 -1.6168 -1.7974
H: 0.0445 0.0243 -2.5008
H: -1.0722 -1.3151 -2.0060
H: -0.6604 -1.1290 1.4573
H: -1.3776 0.4892 1.0617
H: 3.0241 0.8511 -0.3294
H: 1.8455 -0.3374 -1.1365
H: -3.1448 -0.8518 0.8721
H: -2.2664 -1.9176 -0.0310

LUMO in Ha: -0.14422
Charge: +1
SMILES: C/C(N)=[N+](/C)CN
M in g mol⁻¹: 102.16
ΔE to the lowest compared entry with this formula, charge and spin in eV: 3.575
HOMO level in eV: -12.98
Frontier orbital gap in eV: 9.056